1.
The following is a quantum chemistry calculation of an isolated molecule of C15H22N2O4, from the Open Molecules 2025 dataset.

Values from the calculation:
SMILES: O=C([C@H](CO)NC(=O)[C@H]1C[C@@]2(C1)C[C@]21CC1)N1CCCO1
HOMO energy in eV: -8.97
Kohn-Sham gap in eV: 9.585

```
! wB97M-V def2-TZVPD RIJCOSX def2/J DEFGRID3
* xyz 0 1
C 1.92449 2.37334 2.48126
H 1.54159 0.48214 3.63515
H -1.57826 -2.90554 0.48665
C 1.92248 3.38174 3.61307
C 0.98637 2.41262 1.28160
C 0.39549 -0.00464 0.57477
C 4.11006 3.94534 1.98443
H 2.50404 0.29662 2.14197
C 4.54951 2.84537 2.94671
H -0.41487 -1.09628 -1.66428
H 4.91067 1.92222 2.51070
H -0.44641 1.05775 2.25842
O -3.42453 -1.03186 -0.41583
O 1.38167 -0.40592 -0.02241
H 4.20291 3.77146 0.92081
N -2.92777 -1.23686 -2.59517
C 1.71757 0.87178 2.63302
H -4.75602 -1.81257 -3.47151
H 0.12480 -2.83761 -0.04880
O -1.80168 -1.29225 -3.47435
H -0.96971 -4.52339 -1.16054
H 0.23736 3.20304 1.25202
N -0.85964 -0.39562 0.23917
H 1.92242 3.02437 4.63543
C -1.10899 -1.30460 -0.85686
C -3.11947 -3.15708 -3.95859
H 1.35057 4.28626 3.43461
C -2.56483 -1.13415 -1.27048
H -2.57560 -3.92912 -3.42192
H -1.23024 -2.58483 -4.92258
H -4.23659 -2.79301 -2.09177
H 1.52341 2.37558 0.33238
H 4.30341 4.96171 2.30495
C 0.48773 0.99590 1.69898
O -1.22148 -3.63588 -1.43017
C -0.91508 -2.74026 -0.36863
H 5.04433 3.15029 3.85926
H -1.65857 -0.11184 0.78427
C -3.89696 -2.27721 -2.98753
C -2.15719 -2.14987 -4.55471
H -2.62936 -1.56425 -5.35062
C 3.12081 3.17648 2.76328
H -3.76843 -3.60935 -4.70616
*
```

Taken from the Mulliken analysis, the atomic charges in e are:
1 C 0.960
2 H 0.351
3 H 0.326
4 C -1.087
5 C -1.264
6 C -0.318
7 C -0.645
8 H 0.314
9 C -0.729
10 H 0.567
11 H 0.244
12 H 0.481
13 O -0.654
14 O -0.702
15 H 0.255
16 N 0.160
17 C -1.389
18 H 0.391
19 H 0.442
20 O -0.322
21 H 0.336
22 H 0.323
23 N -0.177
24 H 0.260
25 C 0.235
26 C -0.394
27 H 0.247
28 C -0.044
29 H 0.118
30 H 0.299
31 H 0.251
32 H 0.324
33 H 0.246
34 C 0.981
35 O -0.435
36 C -0.913
37 H 0.257
38 H 0.336
39 C -0.585
40 C -0.457
41 H 0.285
42 C 0.710
43 H 0.416

2.
The following is a quantum chemistry calculation of an isolated molecule of C15H22N2O4, from the Open Molecules 2025 dataset.

Values from the calculation:
SMILES: CC[C@H](C)[C@H](NC(=O)[C@@H](N)Cc1ccc(O)cc1)C(=O)O
HOMO energy in eV: -8.30
Kohn-Sham gap in eV: 8.758

```
! wB97M-V def2-TZVPD RIJCOSX def2/J DEFGRID3
* xyz 0 1
O -0.26915 -1.48907 -2.08529
O 0.22610 -2.18423 0.03526
H 0.87216 1.50346 2.11657
H -0.59862 -0.17511 0.54464
C -0.50590 1.93315 -1.08525
H -0.74802 1.64866 1.87396
C -1.31399 -0.35699 -0.20410
C 3.10824 0.35650 -1.25775
C 2.72971 0.91674 -0.06226
H -4.11432 0.01541 -0.90485
H -3.89679 0.24110 1.79031
C -4.80697 -1.82037 -0.15459
H -5.63087 -2.10618 -0.84194
H 4.45249 -1.12640 -2.26935
H 6.18590 -2.07812 -0.96308
C 4.17838 -0.75186 1.05575
H 2.28572 2.93574 0.55147
H -2.82845 1.34784 1.04230
N 0.15048 1.42573 1.43307
O -0.46128 2.65488 -2.07091
H -4.31346 -2.77467 0.12941
H 0.07127 3.22740 0.29098
C -0.46155 -1.43139 -0.92984
H -5.22993 -1.30323 0.76856
H -2.10435 1.06365 -1.65792
H 1.91435 2.60604 -1.19635
N -1.30892 0.84732 -1.03776
C 1.90874 2.22239 -0.13697
H 2.55458 0.35660 1.99649
H -3.39580 -1.38050 -1.64637
C -3.70370 -0.95502 -0.69772
C -2.85228 0.36567 1.44118
C 3.13458 0.19026 1.10620
H -2.39089 -1.59128 1.05161
C -2.62307 -0.72126 0.39847
C 4.80823 -1.04020 -0.15389
O 5.97460 -1.67091 -0.14070
H -0.34876 -2.08654 0.83091
H -2.25081 0.15967 2.29676
H 4.37898 -1.21248 2.04298
H 2.63999 0.63718 -2.20007
C 0.41169 2.22265 0.23210
C 4.17170 -0.62221 -1.33203
*
```

Taken from the Mulliken analysis, the atomic charges in e are:
1 O -0.527
2 O -0.532
3 H 0.229
4 H 1.208
5 C -0.049
6 H 0.201
7 C -1.524
8 C -0.442
9 C 0.649
10 H 0.347
11 H 0.438
12 C -1.319
13 H 0.375
14 H 0.244
15 H 0.304
16 C -0.633
17 H 0.442
18 H 0.334
19 N -0.623
20 O -0.693
21 H 0.308
22 H 0.384
23 C 0.069
24 H 0.252
25 H 0.273
26 H 0.437
27 N 0.091
28 C -1.538
29 H 0.247
30 H 0.439
31 C -0.425
32 C -1.774
33 C -0.120
34 H 0.348
35 C 1.183
36 C 0.663
37 O -0.512
38 H 0.436
39 H 0.381
40 H 0.346
41 H 0.374
42 C 0.454
43 C -0.741

Stability verdict: 2, ahead by 0.0771 hartree

1.
The following is a quantum chemistry calculation of a 3-piece molecular cluster, C4H15N2O2 overall, from the Open Molecules 2025 dataset.

Values from the calculation:
HOMO energy (spin up / spin down) in eV: -16.83 / -16.82
Expectation value of S²: 0.759
Kohn-Sham gap (spin up / spin down) in eV: 7.810 / 3.827

```
! wB97M-V def2-TZVPD RIJCOSX def2/J DEFGRID3
* xyz 2 2
H 0.73751 1.93838 1.53532
C 0.84823 -0.18915 0.85770
N 1.75022 1.81293 -0.34944
H -0.48604 -1.46445 -0.32985
H 0.77760 -1.42410 -1.93822
H -3.28432 -2.62829 -0.82585
H 0.51396 -0.55475 1.83211
H 2.94027 3.64022 -0.22569
C 2.51428 2.72173 -0.72061
H 1.65575 -0.92729 0.84926
O -2.45357 -2.69671 -0.33176
H -0.16055 -0.17844 -2.46120
H -2.47358 -1.81770 0.10365
H 2.43070 1.23491 1.50881
C 1.46050 1.31072 0.98648
H -3.56071 -1.45112 2.01734
H -2.77836 -0.06028 2.02095
C -0.09007 -0.43373 -0.32180
H -0.89558 0.28878 -0.33673
N 0.50363 -0.45711 -1.73760
H 1.30984 0.18557 -1.68644
H 2.68898 2.82114 -1.80191
O -2.91634 -0.89296 1.56511
*
```

Taken from the Mulliken analysis, the atomic charges in e are:
1 H 0.401
2 C -0.704
3 N -0.003
4 H 0.359
5 H 0.404
6 H 0.353
7 H 0.440
8 H 0.345
9 C -0.111
10 H 0.387
11 O -0.643
12 H 0.358
13 H 0.357
14 H 0.418
15 C -0.403
16 H 0.309
17 H 0.289
18 C -0.767
19 H 0.433
20 N -0.169
21 H 0.279
22 H 0.289
23 O -0.622

2.
The following is a quantum chemistry calculation of a 3-piece molecular cluster, C4H15N2O2 overall, from the Open Molecules 2025 dataset.

Values from the calculation:
HOMO energy (spin up / spin down) in eV: -17.78 / -17.76
Expectation value of S²: 1.364
Kohn-Sham gap (spin up / spin down) in eV: 7.374 / 5.041

```
! wB97M-V def2-TZVPD RIJCOSX def2/J DEFGRID3
* xyz 2 2
H -1.46391 1.07443 0.42187
H 0.59350 1.55030 1.65506
C -0.64443 0.34797 0.51632
H 0.79649 -2.11698 0.20474
H 0.75308 2.18398 -0.32509
C 0.14618 0.39227 -0.77326
H -0.44920 -2.09944 -1.97141
H -1.15396 -0.68133 0.67739
H 1.96673 -0.12146 -1.87297
H -3.56038 0.88203 2.73183
C 1.43781 -0.36714 -0.90668
H -0.51430 0.43923 -1.71012
N 0.05165 0.66667 1.77862
H 0.62141 -0.04707 2.16475
H 0.94664 -2.68856 -2.68169
H 1.21250 3.74243 -0.26866
O 1.11024 2.91528 0.27788
O -3.53360 0.50483 1.88348
N 0.46435 -2.56626 -1.80910
H 2.27872 -2.34365 -0.72121
H 2.13036 -0.04749 -0.13546
C 1.25133 -1.89693 -0.76675
H -4.44123 0.27691 1.63045
*
```

Taken from the Mulliken analysis, the atomic charges in e are:
1 H 0.439
2 H 0.383
3 C -0.569
4 H 0.366
5 H 0.350
6 C -0.566
7 H 0.315
8 H 0.456
9 H 0.407
10 H 0.305
11 C -0.278
12 H 0.369
13 N 0.028
14 H 0.335
15 H 0.350
16 H 0.356
17 O -0.639
18 O -0.593
19 N -0.186
20 H 0.380
21 H 0.289
22 C -0.611
23 H 0.313

Stability verdict: 1, ahead by 0.0983 hartree

1.
The following is a quantum chemistry calculation of a 2-piece molecular cluster, C4H7I overall, from the Open Molecules 2025 dataset.

Values from the calculation:
HOMO energy in eV: -8.70
Kohn-Sham gap in eV: 9.027

```
! wB97M-V def2-TZVPD RIJCOSX def2/J DEFGRID3
* xyz 0 1
H -0.25107 -1.94352 1.30064
H 0.47935 0.33548 1.54179
H -1.75518 -0.86360 -1.16938
C 0.07692 0.19605 0.54496
C 1.46918 1.51326 -0.27468
H -2.06244 -2.49146 -0.38925
H 1.15188 2.38625 0.27041
C -0.60231 -1.28108 0.52873
H -0.73986 0.88396 0.35908
C -1.51424 -1.56530 -0.38180
H 2.41961 1.09326 0.02413
I 1.32818 1.73670 -2.35465
*
```

Taken from the Mulliken analysis, the atomic charges in e are:
1 H 0.310
2 H 0.322
3 H 0.236
4 C -0.776
5 C -0.811
6 H 0.265
7 H 0.402
8 C -0.009
9 H 0.343
10 C -0.700
11 H 0.383
12 I 0.033

2.
The following is a quantum chemistry calculation of an isolated molecule of C4H7I, from the Open Molecules 2025 dataset.

Values from the calculation:
SMILES: CC1(I)CC1
HOMO energy in eV: -9.23
Kohn-Sham gap in eV: 9.798

```
! wB97M-V def2-TZVPD RIJCOSX def2/J DEFGRID3
* xyz 0 1
C 0.20533 1.05571 0.72917
C -0.45638 -0.07405 0.00448
I -2.61381 -0.07758 -0.04387
H 1.34186 0.64075 -1.33015
C 0.11125 -1.46467 0.06302
H -0.16387 -2.02977 -0.82701
H -0.25568 -2.00079 0.93770
H 1.19753 -1.41668 0.11794
H -0.40454 1.81848 1.19109
H -0.30082 1.71478 -1.35805
C 0.23021 0.99605 -0.76404
H 1.10892 0.83776 1.27972
*
```

Taken from the Mulliken analysis, the atomic charges in e are:
1 C -0.642
2 C 0.449
3 I 0.027
4 H 0.173
5 C -1.367
6 H 0.363
7 H 0.375
8 H 0.362
9 H 0.246
10 H 0.280
11 C -0.491
12 H 0.224

Stability verdict: 2, ahead by 0.0788 hartree